The following is a DFT calculation (ωB97M-V/def2-TZVPD) of C12H6Cl5MnNO7S2 as an isolated structure.

Each line ends with the Löwdin spin population.
Atoms and positions in Å:
Mn1 0.1123 -0.1735 0.3369  0.99
O1 1.6685 -1.0136 1.6143  0.00
S1 1.6206 0.4580 1.9458  0.00
O2 2.5521 0.8953 2.9495  0.00
O3 0.1672 0.7104 2.2618  0.00
O4 1.7825 1.1127 0.5978  -0.01
Cl1 -0.9815 -3.5279 0.7250  0.00
C1 -2.1647 -2.3343 0.2828  0.00
C2 -1.7391 -1.0168 0.1574  0.00
C3 -2.7281 -0.1162 -0.2167  0.00
Cl2 -2.2113 1.5544 -0.4023  0.00
C4 -4.0554 -0.4514 -0.4461  0.00
Cl3 -5.2197 0.7449 -0.9041  0.00
C5 -4.4371 -1.7818 -0.2964  0.00
Cl4 -6.0818 -2.2481 -0.5613  0.00
C6 -3.4827 -2.7312 0.0682  0.00
Cl5 -3.9536 -4.3842 0.2505  0.00
N1 0.5466 -0.1616 -1.7250  0.00
C7 0.7158 -1.3671 -2.5041  0.00
C8 1.5294 -2.3827 -2.0185  0.00
C9 1.7423 -3.5149 -2.7911  0.00
C10 1.1358 -3.6455 -4.0355  0.00
C11 0.2865 -2.6500 -4.4890  0.00
C12 0.0812 -1.5066 -3.7277  0.00
S2 1.5060 -5.0618 -5.0825  0.00
O5 1.6304 -6.1811 -4.1606  0.00
O6 0.3717 -5.1487 -5.9937  0.00
O7 2.7570 -4.6883 -5.7324  0.00
H1 -0.1394 0.4355 -2.1769  0.00
H2 1.4143 0.3683 -1.6609  0.00
H3 1.9821 -2.2731 -1.0381  0.00
H4 2.3729 -4.3180 -2.4334  0.00
H5 -0.2023 -2.7827 -5.4451  0.00
H6 -0.5714 -0.7181 -4.0904  0.00

Its spin multiplicity is 2. The HOMO-LUMO gap (spin up / spin down) is 7.453 / 7.199 eV. The expectation value of S² is 0.808. The charge is -2. Its max |F| is 0.68 eV/Å. As for the molecular weight: 572.517 g/mol.

=====

The following is a DFT calculation (ωB97M-V/def2-TZVPD) of C38H38N4O3ReS6Sb as an isolated structure.

Each line ends with the Mulliken charge.
Atoms and positions in Å:
Re1 -0.1916 -0.1908 -0.2141  0.82
C1 -4.1269 2.4328 -4.2782  -1.29
C2 -3.8450 3.7073 -3.5327  0.74
C3 -4.7062 4.7980 -3.6081  -0.90
C4 -4.4464 5.9752 -2.9225  -0.77
C5 -3.2979 6.0960 -2.1533  -0.89
C6 -2.4128 5.0327 -2.0758  0.05
C7 -2.7012 3.8514 -2.7488  -0.13
N1 -1.7788 2.7550 -2.6821  0.72
C8 -1.3243 2.1791 -1.5718  -0.96
N2 -1.9027 2.4870 -0.4017  0.87
C9 -1.3732 2.2774 0.8893  0.90
C10 -0.4745 1.2356 1.1720  0.04
C11 0.0708 1.1655 2.4740  -0.97
C12 -0.3163 2.0571 3.4428  -1.20
C13 -1.2773 3.0252 3.1524  -0.79
C14 -1.8222 3.1566 1.8892  0.95
C15 -2.8427 4.2238 1.5973  -1.56
N3 -0.3205 1.2815 -1.6044  0.81
C16 0.4474 1.2376 -2.8250  -1.72
C17 0.4679 0.0496 -3.5465  0.91
C18 1.2559 -0.0540 -4.6833  -0.20
C19 1.9918 1.0419 -5.1072  -1.12
C20 1.9459 2.2293 -4.3904  -0.80
C21 1.1862 2.3523 -3.2322  1.69
C22 1.2157 3.6289 -2.4383  -1.72
H1 -5.1464 2.4303 -4.6584  0.47
H2 -4.0007 1.5556 -3.6395  0.11
H3 -3.4609 2.3152 -5.1381  0.38
H4 -5.6010 4.7169 -4.2130  0.44
H5 -5.1377 6.8039 -2.9974  0.41
H6 -3.0787 7.0204 -1.6355  0.47
H7 -1.4850 5.1294 -1.5222  0.65
H8 -1.4400 2.3591 -3.5491  0.41
H9 -2.6483 3.1679 -0.4658  0.19
H10 0.8013 0.4044 2.7069  0.63
H11 0.1063 1.9957 4.4366  0.45
H12 -1.6007 3.7062 3.9302  0.43
H13 -3.0889 4.7677 2.5059  0.41
H14 -3.7796 3.8066 1.2143  0.37
H15 -2.4768 4.9535 0.8710  0.34
H16 -0.1479 -0.7827 -3.2210  -0.08
H17 1.2828 -0.9818 -5.2391  0.15
H18 2.6075 0.9760 -5.9946  0.48
H19 2.5405 3.0747 -4.7159  0.47
H20 2.1975 4.0943 -2.5147  0.62
H21 1.0131 3.4580 -1.3787  0.26
H22 0.4833 4.3496 -2.8117  0.32
S1 1.7266 -4.6013 -0.6944  -0.50
Sb1 1.9233 -3.1434 0.9567  0.97
S2 2.0182 -0.5335 -0.3314  -0.26
S3 -0.1209 -1.8806 1.3807  -0.36
S4 3.3561 -2.9145 2.5727  -0.40
C23 4.6478 -2.9253 -2.7561  -0.90
O1 3.8959 -1.8749 -2.0963  -0.18
C24 4.1574 -0.6382 -2.4506  0.34
S5 5.1559 -0.0585 -3.5799  -0.11
S6 3.2472 0.5855 -1.5516  -0.04
H23 4.2957 -3.8440 -2.3004  0.20
H24 5.7102 -2.7744 -2.5809  0.41
H25 4.4421 -2.9009 -3.8239  0.35
C25 1.2515 -3.9029 -5.4655  -0.85
O2 0.4403 -3.5876 -4.3269  -0.40
C26 -0.7230 -2.9365 -4.5320  0.60
C27 -1.1188 -2.3678 -5.7341  0.03
C28 -2.3401 -1.7137 -5.8093  -1.00
C29 -3.1777 -1.6305 -4.7057  -0.85
C30 -2.7986 -2.2046 -3.5042  -0.43
C31 -1.5722 -2.8474 -3.4164  -0.21
N4 -1.0971 -3.5426 -2.2704  0.56
C32 -1.5687 -3.7159 -1.0895  -1.21
C33 -2.7081 -3.0425 -0.4823  1.30
C34 -3.6998 -3.8011 0.1443  -0.72
C35 -4.7653 -3.1775 0.7665  -0.95
C36 -4.8194 -1.7896 0.8123  -0.77
C37 -3.8152 -1.0229 0.2386  -0.78
C38 -2.7677 -1.6528 -0.4083  -0.56
O3 -1.7709 -0.8938 -0.9670  0.89
H26 2.0639 -4.5140 -5.0880  0.26
H27 1.6533 -2.9936 -5.9135  0.32
H28 0.6756 -4.4645 -6.2008  0.40
H29 -0.4871 -2.4390 -6.6079  0.51
H30 -2.6432 -1.2757 -6.7514  0.46
H31 -4.1377 -1.1393 -4.7841  0.56
H32 -3.4697 -2.1673 -2.6593  0.43
H33 -0.2099 -4.0264 -2.4494  0.14
H34 -1.0110 -4.4377 -0.4999  0.87
H35 -3.6370 -4.8825 0.1246  0.56
H36 -5.5428 -3.7691 1.2288  0.45
H37 -5.6428 -1.2988 1.3144  0.48
H38 -3.8294 0.0584 0.2931  0.49

The HOMO-LUMO gap is 5.927 eV. The charge is +2. Its max |F| is 0.41 eV/Å. As for the molecular weight: 1099.116 g/mol.

=====

The following is a DFT calculation (ωB97M-V/def2-TZVPD) of C2H8F6O10S2Zn as an isolated structure in a non-equilibrium geometry.

Each line ends with the Mulliken charge.
Atoms and positions in Å:
Zn1 -0.3429 -0.7042 -1.0184  1.21
C1 -1.6456 0.9286 2.8791  0.52
F1 -0.3135 0.8377 2.7470  -0.14
F2 -2.1011 -0.2706 3.3568  -0.24
F3 -1.9711 1.9136 3.7690  -0.20
S1 -2.3475 1.1140 1.0274  0.98
O1 -3.7979 1.0742 0.9978  -0.64
O2 -1.9222 2.4551 0.6091  -0.68
O3 -1.5249 0.1693 0.2038  -0.64
C2 3.1300 0.7707 1.5050  0.55
F4 2.2331 0.5758 2.4007  -0.17
F5 3.9433 1.7230 1.8700  -0.19
F6 3.8028 -0.4306 1.3503  -0.26
S2 2.1898 1.3174 -0.0692  1.02
O4 1.4101 2.5872 0.2837  -0.65
O5 3.1794 1.4800 -1.0855  -0.67
O6 1.1651 0.2870 -0.3071  -0.56
O7 0.0113 -2.2599 0.4042  -0.38
H1 0.9122 -2.4816 0.6397  0.29
H2 -0.5149 -2.9680 0.7756  0.25
O8 -0.7413 0.9071 -2.3080  -0.40
H3 -1.0250 0.4704 -3.1111  0.27
H4 -0.4381 1.7678 -2.5971  0.28
O9 0.7661 -1.5387 -2.4947  -0.35
H5 1.1414 -0.9782 -3.1739  0.29
H6 1.1023 -2.4129 -2.6922  0.26
O10 -1.8485 -1.8463 -1.8498  -0.31
H7 -1.6499 -2.7074 -2.2175  0.26
H8 -2.8024 -1.7803 -1.8949  0.28

The HOMO-LUMO gap is 7.386 eV. Its max |F| is 6.06 eV/Å. As for the molecular weight: 435.588 g/mol.

=====

The following is a DFT calculation (ωB97M-V/def2-TZVPD) of one molecule with the formula C3H5N3.

Each line ends with the Mulliken charge.
Atoms and positions in Å:
C1 0.2275 -1.4249 -1.0526  -0.39
N1 -0.2662 -0.3583 -0.4921  0.47
C2 -0.8284 -0.2992 0.8651  -0.02
N2 -0.5165 0.7868 1.4118  -0.40
C3 0.2869 1.4706 0.3662  -0.32
N3 -0.0199 0.8736 -0.8995  -0.79
H1 0.0364 -2.4052 -0.6448  0.24
H2 0.9276 -1.2485 -1.8557  0.32
H3 1.3286 1.1685 0.6016  0.26
H4 -1.4031 -1.1189 1.2855  0.33
H5 0.2271 2.5555 0.4144  0.31

The HOMO-LUMO gap (spin up / spin down) is 8.328 / 8.326 eV. Its max |F| is 0.54 eV/Å. As for the molecular weight: 83.094 g/mol.